(1)
The following is a quantum chemistry calculation of BrMn as an isolated structure in a non-equilibrium geometry, from the OMol25 dataset.

Computed properties:
E_HOMO (spin up / spin down) in Ha: -0.5629 / -0.5648
Total charge: +1
Energy relative to the best compared isomer or geometry (same formula, charge and spin) in kJ/mol: 18.3
Kohn-Sham gap (spin up / spin down) in eV: 7.4 / 7.4
Multiplicity: 6

Geometry as XYZ:
```
2
Properties=species:S:1:pos:R:3:nbo_charge:R:1
Mn -0.789 -0.225 0.904 1.52
Br 0.789 0.225 -0.904 -0.52
```


(2)
The following is a quantum chemistry calculation of a 12-piece molecular cluster, C102H217N11O12 overall in a non-equilibrium geometry, from the OMol25 dataset.

Computed properties:
E_HOMO in Ha: -0.2833
Energy relative to the best compared isomer or geometry (same formula, charge and spin) in kJ/mol: 273.5
Kohn-Sham gap in eV: 8.1
Structure (SMILES): CC1(C)CCCC(C)(C)N1O.CC1(C)CCCC(C)(C)N1O.CC1(C)CCCC(C)(C)N1O.CC1(C)CCCC(C)(C)N1O.CC1(C)CCCC(C)(C)N1O.CC1(C)CCCC(C)(C)N1O.CC1(C)CCCC(C)(C)N1O.CC1(C)CCCC(C)(C)N1O.CC1(C)CCCC(C)(C)N1O.CC1(C)CCCC(C)(C)N1O.CC1(C)CCCC(C)(C)N1O.CC(C)O

Geometry as XYZ:
```
342
Properties=species:S:1:pos:R:3:lowdin_charge:R:1
C 23.027 -25.886 -4.544 -0.03
C 23.737 -26.954 -3.663 -0.47
C 22.835 -27.456 -2.546 -0.03
C 24.196 -28.145 -4.582 -0.09
C 25.557 -27.948 -5.327 -0.17
C 26.591 -27.416 -4.372 -0.16
C 26.227 -26.115 -3.602 -0.46
C 27.309 -25.896 -2.506 -0.02
C 26.217 -24.844 -4.503 -0.02
N 24.906 -26.349 -3.000 -0.12
O 24.529 -25.299 -2.130 -0.03
H 23.563 -25.533 -5.425 0.07
H 22.018 -26.224 -4.782 0.08
H 22.832 -24.982 -3.966 0.08
H 22.694 -26.800 -1.687 0.08
H 21.820 -27.501 -2.941 0.08
H 23.176 -28.405 -2.131 0.09
H 24.136 -29.121 -4.101 0.11
H 23.603 -28.305 -5.483 0.11
H 26.052 -28.844 -5.701 0.10
H 25.515 -27.270 -6.179 0.10
H 27.621 -27.328 -4.721 0.10
H 26.746 -28.241 -3.677 0.10
H 27.256 -26.722 -1.796 0.09
H 27.086 -24.967 -1.980 0.07
H 28.345 -25.870 -2.843 0.06
H 25.735 -24.929 -5.477 0.07
H 27.215 -24.504 -4.783 0.07
H 25.831 -23.964 -3.990 0.06
H 24.453 -25.786 -1.306 0.10
C 24.378 -21.151 -2.158 -0.02
C 25.816 -20.465 -2.351 -0.46
C 25.904 -19.432 -1.195 -0.03
C 26.799 -21.578 -2.204 -0.16
C 28.228 -21.156 -2.584 -0.16
C 28.245 -20.664 -4.048 -0.13
C 27.242 -19.531 -4.333 -0.44
C 27.816 -18.137 -3.889 -0.02
C 27.120 -19.473 -5.907 -0.03
N 25.924 -19.830 -3.720 -0.08
O 24.729 -19.178 -4.095 -0.01
H 24.561 -21.941 -1.430 0.08
H 23.654 -20.408 -1.824 0.07
H 23.906 -21.459 -3.092 0.07
H 25.178 -18.633 -1.342 0.09
H 25.754 -19.842 -0.196 0.08
H 26.939 -19.124 -1.041 0.06
H 26.746 -21.910 -1.167 0.12
H 26.464 -22.418 -2.813 0.10
H 28.626 -20.407 -1.900 0.10
H 28.890 -22.013 -2.459 0.09
H 28.012 -21.527 -4.671 0.09
H 29.300 -20.474 -4.246 0.10
H 28.053 -18.166 -2.826 0.06
H 27.067 -17.363 -4.053 0.08
H 28.686 -17.731 -4.407 0.07
H 26.790 -20.463 -6.220 0.06
H 28.027 -19.347 -6.498 0.08
H 26.317 -18.796 -6.199 0.08
H 24.084 -19.847 -4.337 0.08
C 35.508 -24.343 -0.744 -0.03
C 35.851 -22.980 -0.177 -0.49
C 34.628 -22.446 0.589 -0.03
C 36.960 -23.061 0.858 -0.16
C 38.377 -23.068 0.345 -0.16
C 38.597 -21.833 -0.619 -0.11
C 37.593 -21.839 -1.762 -0.48
C 37.702 -20.506 -2.599 -0.02
C 37.833 -23.048 -2.736 -0.02
N 36.228 -21.943 -1.219 -0.08
O 35.149 -21.750 -2.129 -0.04
H 35.176 -25.004 0.058 0.06
H 34.755 -24.339 -1.531 0.08
H 36.396 -24.871 -1.092 0.06
H 33.729 -22.648 0.007 0.08
H 34.659 -23.023 1.513 0.08
H 34.884 -21.397 0.739 0.09
H 36.808 -22.252 1.573 0.12
H 36.859 -24.022 1.362 0.12
H 39.050 -23.190 1.194 0.11
H 38.537 -24.024 -0.152 0.10
H 39.602 -21.918 -1.032 0.12
H 38.494 -20.869 -0.121 0.12
H 37.552 -19.594 -2.022 0.07
H 36.943 -20.429 -3.378 0.06
H 38.673 -20.258 -3.028 0.08
H 37.765 -23.989 -2.191 0.05
H 38.649 -22.951 -3.453 0.08
H 36.927 -23.155 -3.333 0.07
H 35.000 -20.802 -2.110 0.05
C 30.214 -34.370 -3.632 -0.05
C 30.453 -32.897 -4.000 -0.49
C 31.712 -32.923 -4.861 -0.04
C 29.206 -32.452 -4.826 -0.12
C 28.960 -30.928 -4.856 -0.17
C 28.819 -30.478 -3.411 -0.15
C 30.139 -30.691 -2.575 -0.45
C 31.210 -29.693 -3.047 -0.03
C 29.751 -30.356 -1.137 -0.03
N 30.538 -32.170 -2.703 -0.13
O 31.599 -32.522 -1.945 -0.01
H 31.112 -34.727 -3.128 0.08
H 29.338 -34.551 -3.009 0.09
H 30.088 -34.900 -4.575 0.09
H 31.486 -33.436 -5.796 0.08
H 32.040 -31.954 -5.238 0.07
H 32.521 -33.455 -4.362 0.08
H 29.271 -32.703 -5.885 0.11
H 28.299 -32.939 -4.469 0.12
H 29.693 -30.305 -5.368 0.10
H 28.023 -30.763 -5.390 0.10
H 28.010 -31.035 -2.938 0.12
H 28.550 -29.444 -3.193 0.10
H 31.522 -29.948 -4.060 0.06
H 32.199 -29.910 -2.644 0.08
H 30.878 -28.660 -2.947 0.07
H 29.762 -29.277 -0.987 0.08
H 30.505 -30.746 -0.454 0.07
H 28.781 -30.781 -0.877 0.09
H 31.111 -32.746 -1.149 0.11
C 36.020 -28.766 -9.232 -0.01
C 34.583 -29.355 -9.319 -0.43
C 34.656 -30.870 -9.142 -0.03
C 33.710 -28.835 -8.112 -0.13
C 33.444 -27.295 -8.067 -0.13
C 32.636 -27.034 -9.396 -0.09
C 33.297 -27.570 -10.716 -0.51
C 32.218 -27.630 -11.759 -0.03
C 34.411 -26.604 -11.189 -0.01
N 33.756 -28.933 -10.528 -0.13
O 34.208 -29.438 -11.721 -0.01
H 36.146 -27.694 -9.379 0.05
H 36.464 -28.930 -8.251 0.07
H 36.620 -29.235 -10.012 0.09
H 33.743 -31.358 -8.798 0.08
H 34.909 -31.291 -10.115 0.08
H 35.494 -31.301 -8.595 0.07
H 32.791 -29.419 -8.059 0.11
H 34.337 -29.124 -7.269 0.08
H 32.797 -27.111 -7.209 0.09
H 34.365 -26.713 -8.035 0.07
H 32.512 -25.969 -9.591 0.10
H 31.726 -27.592 -9.174 0.10
H 31.775 -26.642 -11.884 0.09
H 31.468 -28.377 -11.499 0.06
H 32.520 -27.926 -12.763 0.09
H 35.062 -26.398 -10.339 0.04
H 33.943 -25.662 -11.475 0.09
H 35.173 -26.923 -11.900 0.09
H 34.760 -28.704 -11.998 0.07
C 34.868 -28.167 -4.780 -0.03
C 36.160 -28.157 -3.982 -0.42
C 36.742 -26.728 -3.633 -0.02
C 35.851 -28.864 -2.559 -0.11
C 35.873 -30.402 -2.709 -0.16
C 37.332 -30.774 -3.254 -0.11
C 37.566 -30.251 -4.724 -0.46
C 39.079 -30.443 -5.024 -0.05
C 36.719 -31.124 -5.714 -0.02
N 37.287 -28.779 -4.757 -0.11
O 37.708 -28.095 -5.927 -0.02
H 34.439 -29.163 -4.667 0.07
H 34.126 -27.469 -4.392 0.06
H 35.005 -27.793 -5.795 0.07
H 35.975 -26.111 -3.164 0.06
H 37.567 -26.894 -2.940 0.08
H 37.158 -26.158 -4.464 0.05
H 36.689 -28.533 -1.946 0.10
H 34.895 -28.640 -2.086 0.10
H 35.799 -30.878 -1.731 0.10
H 35.138 -30.806 -3.405 0.09
H 37.316 -31.859 -3.149 0.11
H 38.080 -30.372 -2.571 0.11
H 39.405 -30.028 -5.977 0.07
H 39.401 -31.484 -4.991 0.08
H 39.696 -29.891 -4.315 0.08
H 35.681 -30.807 -5.621 0.06
H 36.792 -32.196 -5.526 0.08
H 37.024 -30.906 -6.737 0.06
H 38.474 -27.632 -5.579 0.09
C 30.179 -33.257 -12.768 -0.03
C 29.976 -31.720 -12.981 -0.46
C 30.776 -31.152 -14.140 -0.04
C 28.461 -31.483 -13.383 -0.11
C 27.483 -31.677 -12.173 -0.16
C 27.935 -30.684 -11.095 -0.14
C 29.390 -30.825 -10.546 -0.50
C 29.641 -29.568 -9.721 -0.04
C 29.507 -32.012 -9.654 -0.05
N 30.355 -31.035 -11.682 -0.10
O 31.659 -31.220 -11.245 -0.02
H 31.106 -33.424 -12.220 0.08
H 29.426 -33.631 -12.075 0.05
H 30.098 -33.920 -13.629 0.08
H 31.839 -31.065 -13.917 0.08
H 30.550 -31.754 -15.020 0.09
H 30.373 -30.159 -14.334 0.07
H 28.411 -30.470 -13.781 0.11
H 28.224 -32.235 -14.135 0.11
H 26.463 -31.484 -12.507 0.11
H 27.514 -32.636 -11.656 0.10
H 27.178 -30.750 -10.314 0.12
H 27.871 -29.690 -11.537 0.11
H 28.905 -29.411 -8.933 0.09
H 29.418 -28.764 -10.422 0.07
H 30.680 -29.463 -9.407 0.06
H 30.520 -32.015 -9.251 0.08
H 29.232 -33.006 -10.005 0.08
H 28.868 -31.860 -8.783 0.08
H 32.145 -30.417 -11.448 0.06
C 29.155 -24.957 1.991 -0.03
C 30.432 -24.389 1.245 -0.44
C 29.884 -23.209 0.311 -0.02
C 31.518 -23.816 2.256 -0.10
C 32.390 -24.887 2.981 -0.18
C 32.981 -25.802 1.976 -0.17
C 31.980 -26.486 1.042 -0.46
C 32.850 -27.124 -0.086 -0.03
C 31.211 -27.554 1.745 -0.04
N 31.090 -25.404 0.420 -0.08
O 30.235 -25.929 -0.591 -0.04
H 28.492 -25.200 1.161 0.07
H 29.424 -25.821 2.599 0.06
H 28.506 -24.232 2.483 0.07
H 29.165 -23.603 -0.408 0.06
H 29.331 -22.551 0.982 0.08
H 30.636 -22.742 -0.325 0.06
H 32.078 -23.007 1.787 0.09
H 30.948 -23.320 3.041 0.11
H 33.204 -24.430 3.543 0.11
H 31.796 -25.411 3.729 0.11
H 33.482 -26.599 2.525 0.13
H 33.679 -25.234 1.360 0.09
H 33.551 -27.865 0.299 0.09
H 33.408 -26.368 -0.639 0.06
H 32.268 -27.776 -0.737 0.06
H 31.345 -28.570 1.373 0.08
H 30.135 -27.451 1.610 0.07
H 31.252 -27.617 2.833 0.09
H 30.587 -25.534 -1.392 0.03
C 35.947 -24.473 -8.002 -0.03
C 37.321 -23.694 -8.065 -0.46
C 38.086 -23.822 -6.742 -0.02
C 38.103 -24.465 -9.218 -0.12
C 39.395 -23.765 -9.760 -0.15
C 39.004 -22.385 -10.331 -0.16
C 38.221 -21.530 -9.332 -0.47
C 39.183 -20.888 -8.348 -0.04
C 37.571 -20.406 -10.218 -0.03
N 37.134 -22.362 -8.669 -0.10
O 36.322 -21.533 -7.875 -0.03
H 35.393 -24.371 -8.936 0.07
H 36.210 -25.530 -7.956 0.06
H 35.319 -24.212 -7.151 0.08
H 37.633 -23.055 -6.114 0.08
H 37.939 -24.777 -6.238 0.07
H 39.154 -23.605 -6.789 0.07
H 38.536 -25.370 -8.791 0.11
H 37.468 -24.795 -10.040 0.11
H 40.085 -23.558 -8.942 0.10
H 39.916 -24.341 -10.525 0.11
H 38.734 -22.414 -11.386 0.12
H 39.924 -21.810 -10.436 0.10
H 38.790 -19.986 -7.878 0.08
H 40.056 -20.505 -8.877 0.08
H 39.635 -21.553 -7.613 0.07
H 37.070 -19.583 -9.708 0.07
H 36.844 -20.870 -10.885 0.08
H 38.391 -19.946 -10.771 0.08
H 35.638 -21.172 -8.444 0.09
C 32.135 -17.450 -1.574 -0.03
C 33.121 -18.597 -1.712 -0.48
C 34.256 -18.239 -0.706 -0.03
C 32.580 -19.937 -1.245 -0.14
C 31.676 -20.557 -2.338 -0.14
C 32.417 -20.697 -3.702 -0.13
C 33.063 -19.438 -4.214 -0.51
C 34.046 -19.791 -5.353 -0.01
C 31.943 -18.541 -4.767 -0.03
N 33.800 -18.845 -3.072 -0.05
O 34.825 -17.879 -3.509 -0.02
H 31.366 -17.433 -2.346 0.06
H 31.643 -17.435 -0.601 0.09
H 32.764 -16.588 -1.800 0.09
H 35.066 -18.940 -0.909 0.06
H 34.773 -17.310 -0.951 0.08
H 33.902 -18.272 0.324 0.10
H 33.391 -20.619 -0.990 0.08
H 31.997 -19.771 -0.339 0.13
H 31.292 -21.529 -2.030 0.08
H 30.777 -19.941 -2.373 0.09
H 31.609 -20.962 -4.384 0.10
H 33.178 -21.449 -3.496 0.11
H 34.999 -20.102 -4.925 0.07
H 34.157 -18.889 -5.955 0.09
H 33.684 -20.658 -5.906 0.07
H 32.381 -17.566 -4.983 0.09
H 31.061 -18.412 -4.140 0.05
H 31.540 -18.774 -5.752 0.08
H 35.636 -18.275 -3.184 0.07
C 28.247 -22.047 -11.244 -0.05
C 28.394 -22.476 -9.789 -0.49
C 27.137 -21.945 -9.026 -0.03
C 28.323 -24.044 -9.831 -0.10
C 28.722 -24.690 -8.442 -0.16
C 30.066 -24.208 -8.008 -0.16
C 30.268 -22.700 -8.042 -0.46
C 29.732 -21.958 -6.755 -0.02
C 31.809 -22.516 -8.071 -0.03
N 29.700 -22.082 -9.243 -0.09
O 30.086 -20.708 -9.364 0.00
H 29.141 -22.290 -11.819 0.08
H 27.441 -22.609 -11.717 0.09
H 28.118 -20.965 -11.259 0.08
H 27.149 -20.858 -9.111 0.08
H 26.183 -22.204 -9.485 0.08
H 27.108 -22.119 -7.950 0.05
H 27.317 -24.370 -10.095 0.11
H 29.051 -24.421 -10.549 0.11
H 27.978 -24.404 -7.698 0.09
H 28.727 -25.780 -8.416 0.11
H 30.827 -24.699 -8.614 0.10
H 30.301 -24.621 -7.028 0.09
H 28.732 -22.350 -6.571 0.06
H 29.771 -20.869 -6.767 0.07
H 30.306 -22.304 -5.895 0.07
H 32.036 -21.547 -7.628 0.06
H 32.280 -22.535 -9.054 0.09
H 32.289 -23.237 -7.410 0.07
H 30.891 -20.740 -9.887 0.09
C 30.612 -26.105 -4.754 -0.04
C 31.713 -25.643 -3.809 -0.42
C 32.921 -24.930 -4.509 -0.02
O 31.076 -24.791 -2.892 -0.05
H 31.042 -26.851 -5.423 0.08
H 29.981 -25.409 -5.307 0.07
H 29.835 -26.761 -4.362 0.05
H 32.128 -26.526 -3.324 0.12
H 33.643 -24.545 -3.788 0.07
H 32.563 -24.143 -5.173 0.07
H 33.664 -25.488 -5.079 0.05
H 31.530 -23.951 -2.792 0.09
```